Record 1
Molecular formula: C2H9N4
Method: DFT, the ωB97M-V functional and the def2-TZVPD basis

Results
DFT total energy: -8172.018 eV
Highest occupied orbital energy: -0.521 hartree
Net charge: +1
Kohn-Sham gap: 11.048 eV
Molar mass: 89.12 g/mol
ΔE to the lowest compared entry with this formula, charge and spin: 270.9 kJ/mol

Last column: Löwdin charge in e.
Geometry (Å):
C1 -1.8725 1.7380 2.1685  0.004
C2 -0.5060 -0.7046 0.8452  -0.218
N1 -1.7787 2.8677 2.5117  0.100
N2 -0.3265 0.4711 0.4021  0.133
N3 -0.0896 -1.7073 0.1349  0.209
N4 1.6633 -0.8923 -2.5827  0.059
H1 -0.9514 -0.4690 1.8648  0.144
H2 -1.8546 3.8937 2.5613  0.117
H3 0.3116 0.5053 -0.4028  0.134
H4 -0.2934 1.3874 0.8117  0.075
H5 -0.3873 -2.6925 0.3341  0.183
H6 0.1368 -1.3670 -0.7159  0.037
H7 2.3927 -0.6051 -1.9760  0.016
H8 1.9355 -0.5794 -3.4702  0.016
H9 1.6202 -1.8461 -2.4869  -0.012



Record 2
Molecular formula: C16H19ClN2O4S
Method: DFT, the ωB97M-V functional and the def2-TZVPD basis

Results
DFT total energy: -51417.561 eV
Highest occupied orbital energy: -0.293 hartree
Kohn-Sham gap: 7.712 eV
Molar mass: 370.86 g/mol
ΔE to the lowest compared entry with this formula, charge and spin: 982.1 kJ/mol

Last column: Löwdin charge in e.
Geometry (Å):
C1 4.0553 4.6097 2.3409  -0.114
O1 3.3298 5.7986 2.0949  -0.253
C2 2.6607 5.9201 0.7951  -0.201
C3 1.3807 5.1406 0.7934  -0.268
N1 1.5382 3.9184 0.3330  -0.034
C4 1.3096 2.7770 0.9529  -0.520
O2 0.7015 2.7329 2.0651  -0.014
C5 1.6685 1.5408 0.0275  -0.286
H1 2.7897 1.4851 0.0278  0.082
H2 1.2638 0.5687 0.6074  0.146
S1 1.3698 1.4974 -1.8128  0.991
O3 1.7461 2.8736 -2.3281  -0.613
C6 -0.7879 1.8071 -1.2773  -0.044
C7 -1.0602 0.5502 -0.6831  -0.433
C8 -1.9384 0.5825 0.4782  -0.164
O4 -1.9757 -0.7613 0.8960  0.119
C9 -1.5657 -1.4924 -0.0709  -0.212
N2 -0.8804 -0.6628 -0.9982  0.165
C10 -1.5684 -2.9926 -0.4196  -0.131
C11 -0.8236 -3.5933 -1.3197  -0.091
C12 -1.0402 -4.8724 -1.4703  -0.104
C13 -1.4195 -5.6251 -0.3968  -0.633
C14 -2.1202 -5.0468 0.5872  -0.154
C15 -2.0080 -3.6496 0.7831  0.020
H3 -2.7237 -3.0560 1.2629  0.096
H4 -2.7485 -5.6657 1.3809  0.144
Cl1 -1.7991 -7.3726 -0.3678  0.618
H5 -0.4717 -5.5148 -2.4030  0.193
H6 -0.3678 -2.9517 -2.0143  0.116
C16 -2.3058 1.5032 1.5570  0.002
H7 -2.9080 2.2885 0.8535  0.147
H8 -3.0066 1.1599 2.2168  0.051
H9 -1.4440 2.0225 1.9187  0.050
H10 -1.1135 1.9033 -2.2560  0.059
H11 -0.7463 2.7254 -0.7389  0.084
H12 2.2494 3.7225 -0.8124  0.273
H13 0.5881 5.6992 0.0119  0.186
H14 1.1881 4.9561 1.9150  0.166
H15 2.4248 7.1226 0.8513  0.160
H16 3.5332 5.9242 0.0091  0.148
H17 4.7023 4.6773 3.3113  0.116
H18 4.8833 4.4409 1.5227  0.123
H19 3.3155 3.9819 2.5588  0.014



> Which formula does entry 1 have?

C2H9N4